[1]
Molecular formula: CH2ClNO2
Method: DFT, wB97M-V/def2-TZVPD

Element x y z (Å)
C -0.864 -0.619 0.416
N -1.591 -0.544 -0.789
O -2.658 0.035 -0.789
O -1.079 -1.095 -1.750
Cl -1.605 -0.163 1.840
H 0.037 -1.213 0.425
H 0.521 1.499 -0.250

As for the total energy: -19169.61243 eV. For the HOMO-LUMO gap (alpha / beta), the calculation gives 9.12 / 9.29 eV. Its LUMO energy (alpha / beta) is -2.21 / -0.72 eV. Its energy above the lowest of the compared OMol25 structures with the same formula, charge and spin is 6.807 eV. The calculation puts the HOMO energy (alpha / beta) at -11.331 / -10.005 eV.

=====

[2]
Molecular formula: C13H33O9V
Method: DFT, wB97M-V/def2-TZVPD

Element x y z (Å)
O 0.945 -2.711 1.560
V -0.409 -2.510 0.745
O -1.499 -3.640 1.052
O -1.147 0.486 -0.723
C -0.588 -0.721 -0.387
O 0.480 -0.774 0.176
O -1.190 -1.824 -0.452
H -0.382 0.965 -1.052
C -3.996 -0.135 -1.029
C -3.673 -1.124 -2.056
C -2.671 -0.486 -2.983
O -3.011 -2.230 -1.408
H -4.283 0.816 -1.478
H -3.247 0.131 -0.283
H -4.836 -0.396 -0.386
H -4.557 -1.447 -2.606
H -2.081 -1.215 -3.538
H -2.070 0.257 -2.459
H -3.195 0.226 -3.622
H -2.161 -1.883 -1.126
C 2.062 1.299 1.758
C 2.101 1.402 0.252
C 3.028 2.424 -0.374
O 2.289 0.090 -0.280
H 1.688 0.340 2.116
H 1.414 2.068 2.178
H 3.006 1.472 2.275
H 1.121 1.603 -0.181
H 4.010 2.403 0.098
H 2.807 3.398 0.063
H 3.252 2.274 -1.430
H 1.474 -0.415 -0.236
C 5.011 -0.971 0.185
C 4.121 -1.474 -1.007
C 2.797 -2.174 -0.616
O 3.788 -0.390 -1.907
H 5.257 -1.778 0.874
H 4.533 -0.193 0.781
H 5.957 -0.475 -0.031
H 4.816 -2.174 -1.472
H 2.285 -2.720 -1.408
H 1.970 -1.603 -0.195
H 3.083 -2.938 0.107
H 3.200 0.245 -1.491
C -3.234 2.075 0.984
C -2.237 1.248 1.723
C -2.532 1.075 3.178
O -2.040 0.067 1.088
H -3.541 2.922 1.598
H -4.124 1.470 0.812
H -2.841 2.405 0.023
H -1.271 1.752 1.708
H -3.515 0.665 3.409
H -2.626 2.060 3.636
H -1.738 0.505 3.660
H -1.803 0.257 0.177

As for the total energy: -58117.46553 eV. For the HOMO-LUMO gap, the calculation gives 7.06 eV. Its LUMO energy is -2.14 eV. Its energy above the lowest of the compared OMol25 structures with the same formula, charge and spin is 15.386 eV. The calculation puts the HOMO energy at -9.201 eV.

=====

> total energy of number 2 (C13H33O9V)?

-58117.46553 eV